Record 1
DFT (ωB97M-V/def2-TZVPD) results for a 7-piece molecular cluster, C17H31N2O24S6 overall at a distorted geometry.

Results
Highest occupied orbital energy = -11.69 eV
Orbital gap = 7.15 eV
Net charge = +1
F_max = 0.125 Eh/bohr

Atoms and positions in Å:
1 C 1.760 -1.265 0.448
2 C 0.794 -0.311 0.982
3 C -0.721 -0.619 0.676
4 N -1.344 -0.135 -0.452
5 C -2.673 -0.686 -0.371
6 C -2.761 -1.513 0.871
7 N -1.475 -1.455 1.543
8 H 1.890 -2.221 1.039
9 H 2.319 -0.989 -0.493
10 H 1.161 0.571 1.588
11 H -0.902 0.463 -1.164
12 H -3.472 -0.531 -1.149
13 H -3.660 -2.121 1.232
14 H -1.150 -1.902 2.404
15 C -6.258 0.484 3.327
16 C -7.444 0.550 2.384
17 O -7.535 -0.758 1.818
18 S -7.038 -1.844 2.909
19 O -8.181 -2.384 3.557
20 O -6.026 -2.661 2.302
21 O -6.325 -0.812 3.925
22 H -5.313 0.559 2.781
23 H -6.295 1.259 4.092
24 H -7.316 1.300 1.605
25 H -8.372 0.747 2.929
26 C 3.228 3.588 -1.755
27 C 3.794 2.243 -2.173
28 O 2.683 1.335 -2.107
29 S 1.333 2.143 -2.475
30 O 1.030 1.916 -3.847
31 O 0.380 1.924 -1.427
32 O 1.921 3.639 -2.330
33 H 3.126 3.654 -0.668
34 H 3.834 4.420 -2.112
35 H 4.602 1.912 -1.521
36 H 4.148 2.268 -3.204
37 C 3.725 -2.313 -5.779
38 C 4.322 -2.725 -4.445
39 O 4.668 -1.496 -3.800
40 S 3.616 -0.351 -4.237
41 O 2.623 -0.242 -3.218
42 O 4.348 0.770 -4.725
43 O 2.962 -1.134 -5.501
44 H 4.504 -2.053 -6.499
45 H 3.087 -3.088 -6.201
46 H 5.200 -3.359 -4.561
47 H 3.584 -3.237 -3.822
48 C 1.858 0.751 -7.497
49 C 0.816 1.826 -7.247
50 O 0.602 2.436 -8.521
51 S 0.800 1.323 -9.681
52 O -0.483 0.828 -10.051
53 O 1.735 1.823 -10.629
54 O 1.532 0.199 -8.774
55 H 2.862 1.182 -7.558
56 H 1.843 -0.023 -6.732
57 H 1.145 2.564 -6.517
58 H -0.132 1.389 -6.919
59 C -1.260 -1.716 6.081
60 C -2.497 -2.095 5.292
61 O -3.590 -1.677 6.095
62 S -3.160 -0.352 6.933
63 O -3.637 0.792 6.229
64 O -3.430 -0.581 8.307
65 O -1.565 -0.464 6.683
66 H -1.060 -2.436 6.878
67 H -0.381 -1.629 5.442
68 H -2.553 -3.165 5.093
69 H -2.541 -1.544 4.346
70 C 2.696 1.658 5.927
71 C 1.383 1.066 5.439
72 O 1.753 -0.018 4.586
73 S 3.140 -0.665 5.131
74 O 2.818 -1.807 5.918
75 O 4.066 -0.706 4.052
76 O 3.563 0.534 6.132
77 H 3.146 2.299 5.164
78 H 2.578 2.223 6.850
79 H 0.776 1.791 4.898
80 H 0.802 0.655 6.269


Record 2
DFT (ωB97M-V/def2-TZVPD) results for C17H31N4O2S2Ti as an isolated structure at a distorted geometry.

Results
Highest occupied orbital energy (spin up / spin down) = -8.48 / -8.49 eV
Orbital gap (spin up / spin down) = 5.54 / 5.54 eV
Net charge = +1
F_max = 0.112 Eh/bohr

Atoms and positions in Å:
1 Ti -0.234 -0.515 -0.495
2 N -1.857 0.281 -1.839
3 C -1.337 0.454 -3.192
4 C 0.171 0.736 -3.153
5 N 0.891 -0.189 -2.273
6 C 1.316 -1.445 -2.888
7 C 0.171 -2.462 -2.909
8 N -0.501 -2.439 -1.611
9 H -2.819 -0.051 -1.869
10 H -1.846 1.186 -1.358
11 H -1.820 1.292 -3.717
12 H -1.531 -0.453 -3.768
13 H 0.325 1.747 -2.759
14 H 0.574 0.700 -4.178
15 H 1.734 0.284 -1.954
16 H 2.136 -1.850 -2.285
17 H 1.679 -1.286 -3.914
18 H 0.583 -3.449 -3.155
19 H -0.544 -2.214 -3.695
20 H -0.030 -3.089 -0.980
21 H -1.467 -2.751 -1.696
22 C -2.153 0.184 2.580
23 S -1.433 -1.407 2.057
24 C -2.812 -2.491 2.607
25 O -1.665 -1.370 0.567
26 H -2.094 0.285 3.659
27 H -3.183 0.250 2.244
28 H -1.543 0.940 2.085
29 H -2.864 -2.503 3.688
30 H -2.581 -3.490 2.251
31 H -3.745 -2.150 2.168
32 N 5.819 -3.982 1.993
33 C 4.876 -3.404 1.686
34 C 3.714 -2.704 1.299
35 C 2.455 -3.281 1.481
36 C 1.329 -2.606 1.047
37 C 1.376 -1.324 0.466
38 C 2.660 -0.759 0.353
39 C 3.807 -1.430 0.732
40 H 2.379 -4.263 1.932
41 H 0.364 -3.100 1.197
42 H 2.764 0.250 -0.049
43 H 4.782 -0.991 0.567
44 O 0.025 1.077 0.169
45 S -0.413 2.760 -0.066
46 C -1.713 4.183 0.343
47 C -1.093 5.058 1.402
48 C -0.274 4.128 2.292
49 C 0.602 3.330 1.350
50 H -2.625 3.701 0.685
51 H -1.891 4.676 -0.606
52 H -1.855 5.586 1.976
53 H -0.430 5.798 0.952
54 H -0.936 3.469 2.856
55 H 0.331 4.687 3.005
56 H 1.043 2.437 1.790
57 H 1.380 3.968 0.928


Record 3
DFT (ωB97M-V/def2-TZVPD) results for C17H31ORh as an isolated structure at a distorted geometry.

Results
Energy relative to the best compared isomer or geometry (same formula, charge and spin) = 0.000 eV
Highest occupied orbital energy = -17.89 eV
Orbital gap = 8.94 eV
Net charge = +2
F_max = 0.026 Eh/bohr

Atoms and positions in Å:
1 Rh 0.413 0.778 -0.491
2 C -0.107 2.694 0.095
3 C -0.537 2.439 -1.263
4 C 0.699 2.175 -2.028
5 C 1.776 2.247 -1.080
6 C 1.318 2.631 0.213
7 C 2.155 2.902 1.418
8 C 1.333 2.781 2.701
9 C 2.608 4.370 1.216
10 C 3.382 1.986 1.457
11 C 0.949 1.740 -3.469
12 C 2.456 1.819 -3.772
13 C 0.239 2.668 -4.462
14 C 0.513 0.272 -3.632
15 C -2.020 2.452 -1.602
16 C -2.464 1.289 -2.496
17 C -2.301 3.809 -2.271
18 C -2.849 2.371 -0.306
19 H -0.772 2.886 0.921
20 H 2.808 2.039 -1.313
21 H 0.540 3.527 2.754
22 H 1.984 2.943 3.559
23 H 0.891 1.787 2.811
24 H 1.761 5.056 1.170
25 H 3.217 4.488 0.319
26 H 3.219 4.648 2.075
27 H 3.099 0.933 1.530
28 H 3.977 2.225 2.338
29 H 4.031 2.118 0.590
30 H 2.862 2.815 -3.588
31 H 2.603 1.599 -4.827
32 H 3.041 1.085 -3.214
33 H 0.550 3.705 -4.319
34 H -0.842 2.622 -4.415
35 H 0.535 2.380 -5.471
36 H 0.952 -0.378 -2.857
37 H 0.912 -0.107 -4.574
38 H -0.564 0.130 -3.650
39 H -2.037 1.307 -3.491
40 H -3.546 1.343 -2.608
41 H -2.249 0.315 -2.044
42 H -1.784 3.924 -3.222
43 H -2.021 4.638 -1.619
44 H -3.373 3.885 -2.457
45 H -2.589 1.510 0.318
46 H -3.898 2.258 -0.573
47 H -2.771 3.276 0.296
48 O 0.358 -1.204 0.469
49 H 0.880 -1.483 1.236
50 H -0.355 -1.852 0.372


Record 4
DFT (ωB97M-V/def2-TZVPD) results for a 4-piece molecular cluster, C17H32BrN4O3 overall at a distorted geometry.

Results
Highest occupied orbital energy = -10.85 eV
Orbital gap = 6.69 eV
Net charge = +1
F_max = 0.041 Eh/bohr

Atoms and positions in Å:
1 C 8.699 3.638 0.371
2 C 8.103 4.862 0.364
3 C 7.135 5.263 -0.734
4 N 5.807 4.851 -0.272
5 C 4.925 5.604 0.362
6 N 3.841 4.896 0.673
7 C 4.066 3.671 0.206
8 N 3.250 2.637 0.322
9 N 5.294 3.599 -0.395
10 Br 6.029 2.120 -1.176
11 H 8.484 2.967 1.200
12 H 9.380 3.318 -0.414
13 H 8.290 5.565 1.173
14 H 7.368 4.799 -1.691
15 H 7.118 6.343 -0.866
16 H 5.100 6.636 0.608
17 H 3.543 1.694 0.150
18 H 2.292 2.777 0.638
19 C -1.186 0.065 1.659
20 C -0.234 0.259 2.832
21 C 0.931 0.979 2.176
22 O 0.386 1.758 1.096
23 C -0.980 1.348 0.874
24 H -2.220 -0.090 1.953
25 H -0.872 -0.795 1.063
26 H -0.695 0.902 3.584
27 H 0.062 -0.671 3.316
28 H 1.649 0.266 1.749
29 H 1.462 1.637 2.867
30 H -1.633 2.146 1.237
31 H -1.150 1.220 -0.195
32 C -5.900 -2.632 0.467
33 C -5.807 -2.810 1.979
34 C -4.303 -2.777 2.204
35 O -3.755 -1.929 1.187
36 C -4.760 -1.665 0.198
37 H -6.863 -2.256 0.127
38 H -5.710 -3.584 -0.034
39 H -6.281 -1.964 2.483
40 H -6.270 -3.725 2.344
41 H -3.862 -3.773 2.091
42 H -4.032 -2.388 3.187
43 H -5.086 -0.624 0.314
44 H -4.334 -1.787 -0.797
45 C -1.950 -3.504 -3.284
46 C -2.371 -4.967 -3.241
47 C -3.695 -4.885 -2.497
48 O -4.269 -3.613 -2.819
49 C -3.286 -2.802 -3.469
50 H -1.237 -3.274 -4.076
51 H -1.503 -3.216 -2.329
52 H -2.532 -5.339 -4.255
53 H -1.649 -5.619 -2.751
54 H -3.545 -4.927 -1.412
55 H -4.389 -5.677 -2.781
56 H -3.553 -2.728 -4.529
57 H -3.300 -1.799 -3.038


Record 5
DFT (ωB97M-V/def2-TZVPD) results for C17H32Cl2O2P2Pt as an isolated structure at a distorted geometry.

Results
Energy relative to the best compared isomer or geometry (same formula, charge and spin) = 1.108 eV
Highest occupied orbital energy (spin up / spin down) = -13.95 / -14.03 eV
Spin multiplicity = 5
Orbital gap (spin up / spin down) = 7.99 / 6.06 eV
Net charge = +2
F_max = 0.107 Eh/bohr

Atoms and positions in Å:
1 P -0.088 -2.061 -1.849
2 P 0.361 1.864 -1.717
3 C -0.377 -0.704 -3.044
4 C 0.460 0.610 -3.049
5 H -1.454 -0.482 -3.055
6 H -0.195 -1.181 -4.014
7 H 1.521 0.376 -3.177
8 H 0.166 1.140 -3.970
9 C -1.255 2.728 -1.973
10 H -1.426 3.364 -1.094
11 H -2.115 2.064 -2.018
12 H -1.264 3.378 -2.840
13 C 1.494 3.131 -2.293
14 H 1.162 3.572 -3.243
15 H 2.481 2.715 -2.462
16 H 1.570 3.942 -1.580
17 C -1.253 -3.287 -2.521
18 H -1.342 -4.163 -1.904
19 H -0.895 -3.606 -3.502
20 H -2.235 -2.850 -2.663
21 C 1.526 -2.767 -2.277
22 H 2.273 -1.986 -2.469
23 H 1.416 -3.370 -3.189
24 H 1.896 -3.428 -1.497
25 Pt 1.846 -0.857 3.649
26 C 0.282 1.836 0.011
27 C -1.120 1.534 0.406
28 C -1.727 0.354 -0.246
29 C -1.667 -1.018 0.459
30 C -0.538 -1.915 -0.113
31 C 0.820 -1.601 0.310
32 C 1.573 -0.435 -0.018
33 C 1.471 0.940 0.608
34 C 0.528 -2.181 4.343
35 H 0.591 2.851 0.341
36 H -1.318 1.532 1.429
37 H -1.088 0.249 -1.148
38 H -2.801 0.579 -0.558
39 H -1.593 -0.894 1.557
40 H -2.567 -1.580 0.216
41 H -0.675 -2.938 0.258
42 H 1.548 -2.411 0.746
43 H 1.171 -0.328 -1.052
44 H 2.645 -0.741 -0.067
45 H 1.398 0.873 1.731
46 H 2.448 1.450 0.431
47 H 1.230 -2.342 5.161
48 H 0.348 -3.108 3.785
49 H -0.400 -1.700 4.648
50 Cl -0.441 1.163 6.828
51 C -0.806 2.212 5.455
52 Cl 0.092 3.765 5.386
53 C -0.606 1.298 4.107
54 O -1.739 1.046 3.642
55 O 0.520 0.921 3.652
56 H -1.851 2.446 5.444


Record 6
DFT (ωB97M-V/def2-TZVPD) results for a 2-piece molecular cluster, C17H32ClFN5OS2 overall at a distorted geometry.

Results
Highest occupied orbital energy = -10.79 eV
Orbital gap = 7.23 eV
Net charge = +1
F_max = 0.121 Eh/bohr

Atoms and positions in Å:
1 C 2.359 -1.803 0.553
2 C 1.377 -1.411 -0.673
3 C 1.138 0.181 -0.721
4 C 0.342 0.655 -2.040
5 N -0.847 1.512 -1.747
6 C -0.575 2.966 -2.039
7 C -0.030 3.596 -0.669
8 C -1.133 4.335 0.217
9 C -1.465 3.647 1.619
10 N -0.334 2.901 2.247
11 C -0.667 1.599 2.730
12 N 0.537 1.008 3.252
13 C 1.521 2.043 3.043
14 N 2.802 1.845 3.381
15 Cl 4.066 2.990 3.168
16 N 0.971 3.214 2.415
17 F 1.521 4.369 2.044
18 C -1.946 1.158 -2.706
19 S -1.729 1.123 -4.361
20 S -3.570 0.777 -1.872
21 C -2.998 -0.234 -0.391
22 C -4.201 -0.500 0.640
23 C -3.514 -0.879 2.063
24 H 1.855 -1.493 1.541
25 H 2.545 -2.919 0.628
26 H 3.325 -1.197 0.491
27 H 0.400 -1.990 -0.512
28 H 1.869 -1.802 -1.621
29 H 2.186 0.655 -0.657
30 H 0.575 0.446 0.246
31 H 1.075 1.090 -2.793
32 H -0.070 -0.311 -2.510
33 H 0.274 3.100 -2.809
34 H -1.475 3.513 -2.473
35 H 0.739 4.399 -0.972
36 H 0.562 2.783 -0.144
37 H -0.883 5.447 0.345
38 H -2.114 4.326 -0.386
39 H -1.726 4.504 2.346
40 H -2.388 2.989 1.582
41 H -1.669 1.074 2.729
42 H 3.065 0.942 3.799
43 H -2.571 -1.199 -0.831
44 H -2.139 0.288 0.142
45 H -4.790 0.475 0.727
46 H -4.816 -1.367 0.240
47 H -2.371 -0.910 1.984
48 H -3.850 -0.084 2.816
49 H -3.930 -1.894 2.388
50 C 3.484 -5.214 -1.896
51 C 1.987 -5.077 -1.812
52 O 1.427 -4.049 -2.145
53 C 1.211 -6.261 -1.301
54 H 3.911 -4.286 -2.281
55 H 3.896 -5.404 -0.903
56 H 3.745 -6.028 -2.576
57 H 1.522 -6.498 -0.281
58 H 1.371 -7.121 -1.954
59 H 0.146 -6.020 -1.295


Record 7
DFT (ωB97M-V/def2-TZVPD) results for C17H32CrNO2P2 as an isolated structure at a distorted geometry.

Results
Energy relative to the best compared isomer or geometry (same formula, charge and spin) = 1.605 eV
Highest occupied orbital energy (spin up / spin down) = -15.18 / -15.99 eV
Spin multiplicity = 4
Orbital gap (spin up / spin down) = 6.45 / 7.30 eV
Net charge = +2
F_max = 0.055 Eh/bohr

Atoms and positions in Å:
1 Cr 0.070 -0.295 -0.173
2 P -2.173 -0.026 -0.478
3 C -2.093 0.393 -2.216
4 C -0.860 0.877 -2.722
5 N 0.286 0.632 -1.976
6 C 1.516 0.997 -2.359
7 C 1.684 1.707 -3.540
8 C 0.558 1.993 -4.309
9 C -0.698 1.581 -3.933
10 C 2.679 0.610 -1.468
11 P 2.269 -0.839 -0.397
12 H -1.615 1.777 -4.487
13 H 2.693 2.007 -3.798
14 H 0.672 2.578 -5.216
15 H 3.572 0.385 -2.063
16 H 2.957 1.423 -0.781
17 H -2.169 -1.712 -3.984
18 H -3.003 0.550 -2.810
19 H -0.681 -3.939 -2.696
20 O -1.951 -2.641 -4.154
21 H -2.539 -2.881 -4.917
22 H -0.104 -1.762 0.349
23 O -0.311 -4.383 -1.894
24 H 0.495 -3.885 -1.678
25 C 2.799 -2.197 -1.475
26 H 3.839 -2.103 -1.808
27 H 2.688 -3.124 -0.905
28 H 2.147 -2.229 -2.352
29 C 3.584 -0.790 0.840
30 H 3.510 -1.711 1.425
31 H 4.600 -0.722 0.426
32 H 3.414 0.065 1.498
33 C -2.979 1.375 0.346
34 H -3.957 1.562 -0.112
35 H -3.103 1.176 1.417
36 H -2.341 2.255 0.212
37 C -3.323 -1.404 -0.309
38 H -3.505 -1.583 0.756
39 H -4.271 -1.181 -0.809
40 H -2.862 -2.292 -0.753
41 C 1.126 0.491 4.543
42 C -0.106 1.228 4.031
43 C -1.387 0.552 4.505
44 C -0.079 2.678 4.484
45 C -0.061 1.066 2.594
46 C 0.047 0.565 1.472
47 H 1.140 0.462 5.638
48 H 2.035 0.991 4.190
49 H 1.138 -0.536 4.161
50 H -1.429 0.527 5.599
51 H -2.262 1.095 4.131
52 H -1.440 -0.474 4.129
53 H 0.825 3.182 4.138
54 H -0.949 3.223 4.114
55 H -0.092 2.708 5.578


Record 8
DFT (ωB97M-V/def2-TZVPD) results for a 2-piece molecular cluster, C17H32FN2O7S overall at a distorted geometry.

Results
Highest occupied orbital energy = -12.03 eV
Orbital gap = 7.06 eV
Net charge = +1
F_max = 0.155 Eh/bohr

Atoms and positions in Å:
1 C 1.605 4.633 1.266
2 C 2.197 4.160 -0.224
3 C 2.022 2.504 -0.378
4 N 0.909 2.121 0.572
5 C 0.825 0.632 0.817
6 C 1.308 -0.430 -0.335
7 N 0.337 -0.834 -1.260
8 C 0.690 -1.847 -2.323
9 C 0.015 -1.589 -3.793
10 F 0.195 -3.186 -1.831
11 C -0.930 -0.085 -0.923
12 O -0.794 1.134 -1.786
13 C -2.391 -0.653 -1.396
14 C -3.122 -1.668 -0.331
15 C -4.774 -1.545 -0.562
16 C -5.386 -0.133 0.087
17 S -5.950 1.104 -1.205
18 O -5.490 0.697 -2.644
19 O -5.289 2.483 -0.835
20 O -7.641 1.344 -1.277
21 C -0.789 0.349 0.681
22 H 2.035 3.981 2.149
23 H 1.936 5.754 1.490
24 H 0.419 4.652 1.289
25 H 3.334 4.416 -0.326
26 H 1.530 4.680 -1.058
27 H 3.020 1.941 -0.142
28 H 1.637 2.285 -1.488
29 H -0.008 2.550 0.321
30 H 1.224 0.171 1.818
31 H 2.419 -0.817 -0.338
32 H 1.868 -1.948 -2.390
33 H 0.882 -1.747 -4.595
34 H -0.752 -2.481 -3.998
35 H -0.464 -0.534 -3.949
36 H -0.031 0.954 -2.414
37 H -2.404 -1.133 -2.480
38 H -3.105 0.301 -1.480
39 H -2.714 -2.748 -0.546
40 H -2.950 -1.411 0.798
41 H -5.241 -2.411 0.113
42 H -5.083 -1.699 -1.686
43 H -6.249 -0.351 0.882
44 H -4.490 0.368 0.678
45 H -7.802 2.211 -1.793
46 H -1.539 1.136 1.114
47 H -0.901 -0.702 1.219
48 C 4.034 -2.470 4.250
49 C 3.811 -2.196 2.776
50 C 4.933 -2.674 1.904
51 O 4.880 -1.779 0.808
52 C 4.324 -0.621 1.276
53 O 4.307 0.432 0.664
54 O 3.792 -0.802 2.522
55 H 4.842 -1.848 4.651
56 H 3.134 -2.216 4.820
57 H 4.271 -3.523 4.430
58 H 2.850 -2.614 2.454
59 H 4.783 -3.703 1.566
60 H 5.919 -2.593 2.374